16
Properties=species:S:1:pos:R:3 method="wB97M-V/def2-TZVPD" s2=2.03 de_lowest_kcal_mol=54.41 total_charge=0 orbital_gap_ev="6.37 / 7.88" spin_multiplicity=3
C 0.838 -0.330 -0.011
C -1.236 0.478 1.084
C 2.036 0.411 0.175
C -1.786 -0.858 1.104
C -1.607 -1.508 -0.290
C 2.204 1.542 -0.869
O 2.763 0.256 1.151
S 0.192 -1.605 -0.761
Cl -1.904 1.457 -0.149
H -1.487 -1.439 1.914
H -2.835 -0.618 1.192
H -2.064 -2.482 -0.366
H -1.939 -0.853 -1.039
H 1.335 2.205 -0.717
H 2.294 1.361 -1.899
H 3.196 1.985 -0.522

75
Properties=species:S:1:pos:R:3 method="wB97M-V/def2-TZVPD" total_charge=-1 orbital_gap_ev=7.53
O -0.284 0.877 1.169
H 0.307 0.144 1.360
C 2.320 1.432 -2.769
C 3.616 1.933 -2.909
C 4.309 2.377 -1.791
C 3.733 2.349 -0.534
C 2.409 1.935 -0.408
C 1.765 1.358 -1.496
O 0.550 0.758 -1.376
O 5.579 2.908 -1.902
H 1.756 1.060 -3.613
H 4.026 2.160 -3.888
H 4.274 2.768 0.304
H 1.939 1.953 0.567
H 0.203 0.823 -0.445
H 5.941 2.732 -2.774
C -1.807 6.108 -1.193
C -1.221 5.469 -0.097
C -1.169 4.086 -0.012
C -1.710 3.329 -1.059
C -2.307 3.969 -2.129
C -2.422 5.363 -2.177
O -2.986 5.977 -3.259
O -0.396 3.542 0.958
H -1.859 7.189 -1.142
H -0.742 6.026 0.698
H -1.722 2.249 -0.989
H -2.808 3.381 -2.892
H -3.273 5.395 -3.963
H -0.489 2.559 0.994
C -5.074 -1.408 -1.299
C -4.647 -0.588 -0.252
C -3.296 -0.304 -0.160
C -2.377 -0.833 -1.071
C -2.828 -1.618 -2.118
C -4.190 -1.896 -2.240
O -4.679 -2.625 -3.311
O -2.867 0.394 0.913
H -6.127 -1.650 -1.392
H -5.372 -0.274 0.482
H -1.324 -0.592 -1.020
H -2.181 -2.090 -2.851
H -3.948 -2.751 -3.923
H -1.887 0.567 0.944
C 2.527 -0.855 5.001
C 1.501 -0.396 4.177
C 0.516 0.430 4.712
C 0.541 0.732 6.066
C 1.516 0.229 6.911
C 2.525 -0.538 6.353
O 3.528 -1.005 7.183
O -0.468 0.973 3.955
H 3.296 -1.522 4.627
H 1.537 -0.651 3.126
H -0.219 1.429 6.403
H 1.519 0.414 7.976
H 4.179 -1.479 6.659
H -0.269 0.838 3.000
C 1.908 -6.639 -1.249
O 1.765 -5.448 -0.500
P 0.846 -4.314 -1.171
O 1.232 -3.964 -2.541
O 0.945 -3.158 -0.098
C 1.453 -1.871 -0.501
O -0.613 -4.932 -0.972
C -1.589 -4.825 -2.015
H 1.244 -7.446 -0.937
H 2.937 -6.985 -1.138
H 1.759 -6.502 -2.324
H 2.397 -2.001 -1.022
H 1.479 -1.244 0.384
H 0.763 -1.366 -1.181
H -2.527 -4.460 -1.604
H -1.724 -5.829 -2.420
H -1.247 -4.153 -2.800

83
Properties=species:S:1:pos:R:3 method="wB97M-V/def2-TZVPD" s2=3.76 total_charge=-1 orbital_gap_ev="6.65 / 6.65" spin_multiplicity=4
Pt 0.981 0.226 0.165
C 2.028 1.693 3.496
Si 0.445 0.763 3.837
C 0.799 -0.679 4.986
C -0.785 1.920 4.661
N -0.152 0.207 2.336
P -1.428 -0.402 1.649
C -0.993 -0.388 -0.039
P -0.810 -1.259 -1.534
N 0.509 -0.713 -2.175
Si 1.386 -0.569 -3.627
C 3.044 0.182 -3.206
C 0.490 0.516 -4.867
C 1.676 -2.253 -4.422
C -0.678 -3.019 -1.114
C 0.591 -3.541 -0.879
C 0.740 -4.867 -0.498
C -0.377 -5.678 -0.363
C -1.647 -5.161 -0.595
C -1.799 -3.833 -0.963
C -2.293 -1.160 -2.570
C -3.391 -0.397 -2.191
C -4.510 -0.323 -3.013
C -4.532 -1.012 -4.217
C -3.438 -1.779 -4.600
C -2.325 -1.854 -3.778
C -1.798 -2.104 2.142
C -3.077 -2.657 2.097
C -3.274 -3.983 2.452
C -2.193 -4.770 2.827
C -0.913 -4.234 2.842
C -0.716 -2.901 2.508
C -2.949 0.531 1.947
C -3.309 1.556 1.075
C -4.408 2.358 1.352
C -5.148 2.147 2.507
C -4.785 1.137 3.390
C -3.689 0.334 3.113
H 2.502 2.058 4.413
H 1.824 2.549 2.848
H 2.738 1.040 2.978
H 1.187 -0.340 5.952
H 1.540 -1.351 4.541
H -0.109 -1.261 5.172
H -0.348 2.380 5.554
H -1.696 1.395 4.966
H -1.072 2.716 3.969
H 2.911 1.174 -2.766
H 3.684 0.284 -4.088
H 3.565 -0.439 -2.471
H 0.342 1.517 -4.454
H -0.499 0.107 -5.096
H 1.047 0.604 -5.805
H 2.169 -2.932 -3.721
H 2.310 -2.162 -5.310
H 0.738 -2.724 -4.732
H 1.456 -2.898 -0.982
H 1.729 -5.255 -0.289
H -0.261 -6.712 -0.062
H -2.520 -5.792 -0.476
H -2.791 -3.432 -1.138
H -3.371 0.147 -1.255
H -5.359 0.278 -2.713
H -5.401 -0.950 -4.861
H -3.453 -2.318 -5.539
H -1.474 -2.457 -4.075
H -3.922 -2.052 1.789
H -4.272 -4.405 2.428
H -2.348 -5.808 3.095
H -0.056 -4.840 3.105
H 0.283 -2.483 2.531
H -2.722 1.748 0.183
H -4.671 3.154 0.667
H -6.004 2.775 2.725
H -5.352 0.979 4.299
H -3.406 -0.445 3.810
Cl -1.359 2.571 -1.976
Ge 0.351 2.446 -0.562
Cl -0.376 3.817 1.011
Cl 1.807 3.730 -1.614
Se 3.215 -3.533 2.386
C 2.729 -2.094 1.445
N 2.422 -1.153 0.826

17
Properties=species:S:1:pos:R:3 method="wB97M-V/def2-TZVPD" de_lowest_kcal_mol=55.94 total_charge=0 orbital_gap_ev=9.42
C 0.640 1.434 0.171
C -1.912 -1.238 0.472
C 2.252 -0.568 -0.193
C -1.304 0.092 0.191
C 1.021 0.198 -0.582
O -2.150 0.930 -0.416
N -0.229 0.484 0.873
O 0.311 -0.163 -1.583
H -1.704 1.752 -0.666
H 1.411 1.829 0.831
H 0.169 2.209 -0.439
H -2.555 -1.542 -0.355
H -2.520 -1.157 1.377
H -1.123 -1.972 0.634
H 2.186 -1.600 -0.542
H 3.123 -0.109 -0.667
H 2.382 -0.577 0.891

14
Properties=species:S:1:pos:R:3 method="wB97M-V/def2-TZVPD" de_lowest_kcal_mol=74.52 smiles="C=C.CC" total_charge=0 orbital_gap_ev=10.30
C 1.793 0.440 -1.035
C 0.978 -0.845 -1.329
H 2.718 0.253 -0.298
H 1.251 1.306 -0.560
H 2.186 1.010 -1.904
H 0.806 -1.488 -0.407
H 0.023 -0.659 -1.781
H 1.652 -1.634 -1.880
C -1.849 -0.229 1.071
C -1.999 0.872 1.874
H -2.258 -1.256 1.440
H -1.410 -0.077 0.009
H -2.766 0.701 2.571
H -1.127 1.604 2.229

19
Properties=species:S:1:pos:R:3 method="wB97M-V/def2-TZVPD" de_lowest_kcal_mol=42.57 smiles=CC1(C)[N@H+]2C[C@]21C total_charge=+1 orbital_gap_ev=13.07
C -1.169 -1.531 0.002
C -0.879 -0.124 0.360
C 0.575 -0.105 0.043
C -1.837 0.981 0.581
C 1.628 -0.955 0.670
C 1.062 1.372 -0.528
N -0.388 -0.710 -0.910
H -0.658 -2.371 0.452
H -2.183 -1.742 -0.320
H -2.848 0.688 0.296
H -1.552 1.883 0.038
H -1.838 1.230 1.646
H 2.305 -1.340 -0.092
H 1.214 -1.793 1.224
H 2.212 -0.350 1.362
H 1.997 1.231 -1.056
H 1.228 2.019 0.324
H 0.314 1.785 -1.187
H -0.560 -0.486 -1.882